No. 1
8
Properties=species:S:1:pos:R:3:lowdin_charge:R:1 method="wB97M-V/def2-TZVPD" orbital_gap_ha=0.413 e_tot_ha=-242.12214 lumo_ev=1.1813 e_above_lowest_ev=4.096 multiplicity=1 molar_mass_g_mol=69.1
N 1.55 -0.10 -0.10 0.078
C -0.71 -0.16 1.16 -0.041
C -1.47 0.31 0.36 -0.049
N 0.03 0.57 -1.75 0.206
N 0.85 0.17 -1.09 -0.310
H 2.06 -0.96 -0.23 0.077
H -0.09 -0.55 1.94 0.020
H -2.22 0.72 -0.28 0.019


No. 2
8
Properties=species:S:1:pos:R:3:lowdin_charge:R:1 method="wB97M-V/def2-TZVPD" orbital_gap_ha=0.384 e_tot_ha=-242.16581 lumo_ev=0.0543 e_above_lowest_ev=2.908 smiles="[H]/N=N/CC#N" multiplicity=1 molar_mass_g_mol=69.1
C 0.53 -0.49 1.44 -0.169
C 0.44 -0.48 -0.28 -0.167
N 0.45 -0.43 2.57 0.093
N -1.13 0.71 -1.07 0.054
N -0.10 0.84 -0.42 -0.121
H 1.59 -0.47 -0.55 0.136
H -0.09 -1.30 -0.73 0.078
H -1.68 1.62 -0.94 0.097


No. 3
9
Properties=species:S:1:pos:R:3:lowdin_charge:R:1 method="wB97M-V/def2-TZVPD" orbital_gap_ha=0.394 e_tot_ha=-317.51431 lumo_ev=0.8750 e_above_lowest_ev=0.490 smiles=Oc1nc[nH]n1 multiplicity=1 molar_mass_g_mol=85.1
O 2.22 -0.11 0.05 0.070
C 0.88 -0.04 0.03 -0.506
N 0.19 1.01 0.45 0.110
N -1.08 0.57 0.32 -0.007
C -1.09 -0.69 -0.15 -0.179
N 0.13 -1.11 -0.35 0.134
H 2.59 0.47 -0.62 0.109
H -1.85 1.16 0.59 0.149
H -2.00 -1.25 -0.32 0.119


No. 4
9
Properties=species:S:1:pos:R:3:lowdin_charge:R:1 method="wB97M-V/def2-TZVPD" orbital_gap_ha=0.386 e_tot_ha=-317.51161 lumo_ev=0.8768 e_above_lowest_ev=0.564 smiles=Oc1nc[nH]n1 multiplicity=1 molar_mass_g_mol=85.1
O -0.57 0.70 -2.04 0.076
C -0.25 0.23 -0.82 -0.486
N -0.14 -1.05 -0.42 0.103
N 0.18 -0.88 0.90 -0.012
C 0.22 0.43 1.19 -0.199
N -0.03 1.16 0.14 0.133
H -0.17 0.18 -2.75 0.111
H 0.34 -1.58 1.62 0.156
H 0.43 0.81 2.17 0.119